No. 1
{"formula": "C13H21As2Cl3N6O2Ru", "method": "wB97M-V/def2-TZVPD", "symbols": ["H", "H", "Cl", "H", "C", "C", "C", "C", "N", "O", "As", "H", "H", "C", "N", "Cl", "H", "H", "C", "H", "H", "C", "H", "N", "H", "H", "N", "Cl", "H", "H", "N", "H", "C", "H", "C", "H", "H", "C", "C", "H", "C", "O", "H", "H", "C", "N", "As", "Ru"], "xyz": [[0.86, 3.62, 1.04], [0.49, -2.87, -0.51], [3.38, -1.72, -4.96], [-4.55, 1.71, -2.99], [-0.50, -2.94, -0.05], [-0.05, -0.93, 2.21], [-2.95, -1.28, 0.92], [2.50, -0.65, -2.75], [-1.42, 2.93, -1.08], [-2.36, 3.67, -1.02], [-1.05, -1.20, 0.60], [-0.34, 2.66, 1.96], [-1.26, -2.24, 3.43], [3.77, -0.94, -3.44], [-1.64, 1.55, -1.44], [4.67, -2.00, -2.38], [0.31, -2.17, 5.33], [-3.86, 2.90, -1.91], [1.11, -0.16, 2.13], [-1.74, -1.68, -2.41], [-3.26, -0.41, 1.48], [0.70, 2.73, 1.64], [1.34, 2.76, 2.52], [-2.70, 0.01, -2.74], [-3.49, -1.35, -0.03], [3.60, 1.69, 1.14], [1.53, -0.41, -2.20], [4.60, 0.59, -3.69], [-1.23, -3.35, -0.75], [-1.06, -0.77, -3.60], [-1.50, -0.73, -2.68], [-0.43, -3.61, 0.81], [1.71, -0.89, 4.33], [-3.43, -0.30, -3.37], [0.53, -1.62, 4.43], [3.51, 0.48, -0.15], [2.41, -0.89, 5.16], [-0.36, -1.65, 3.36], [2.00, -0.15, 3.19], [3.14, 2.19, -0.49], [3.07, 1.39, 0.24], [-0.26, 3.19, -0.92], [2.90, 0.44, 3.15], [-3.15, -2.18, 1.50], [-2.75, 1.24, -2.18], [-3.80, 1.99, -2.36], [1.21, 1.13, 0.69], [-0.20, 0.20, -1.17]], "multiplicity": 2, "lumo_energy_ev": [-11.29, -11.52], "s_squared": 0.758, "homo_ev": [-18.11, -18.11], "de_lowest_kj_mol": 25.7, "total_charge": 3, "energy_ha": -6932.8513, "gap_ev": [6.8, 6.6]}

---

No. 2
{"formula": "C13H21AsNOPd", "method": "wB97M-V/def2-TZVPD", "symbols": ["C", "Pd", "H", "H", "O", "H", "H", "H", "As", "H", "H", "H", "N", "H", "C", "H", "H", "H", "C", "H", "H", "C", "H", "H", "C", "C", "C", "C", "C", "H", "C", "C", "H", "H", "C", "H", "H", "C"], "xyz": [[2.72, -2.97, -0.32], [1.02, -2.36, 0.04], [-0.31, -4.16, 1.56], [0.14, 1.47, -2.01], [-1.42, -2.29, -1.95], [-1.96, 5.17, -1.50], [2.95, -3.79, -1.01], [0.52, 2.37, 2.90], [1.48, 0.51, 1.38], [1.15, 3.11, 1.41], [3.54, -2.90, 0.41], [-2.50, -3.99, 0.38], [-0.85, -4.46, -1.59], [-0.17, -0.29, -0.36], [-0.86, 3.36, -1.89], [-0.39, -4.97, -0.84], [-0.23, -4.37, -2.38], [2.16, 1.92, -0.66], [-0.45, 2.14, -1.39], [-0.99, 0.01, 1.16], [-2.33, -2.23, 0.35], [-1.63, 4.21, -1.11], [-2.60, 4.47, 0.79], [-1.85, 2.30, 1.67], [-1.99, 3.82, 0.17], [-0.78, 1.74, -0.10], [-1.30, -3.22, -1.16], [2.60, 1.07, -0.12], [-1.77, -3.16, 0.28], [2.26, 2.56, 2.68], [-0.29, 0.44, 0.45], [-1.57, 2.60, 0.67], [2.72, 0.22, -0.79], [-0.59, 3.65, -2.90], [1.32, 2.34, 2.16], [-0.76, -2.54, 2.10], [3.57, 1.36, 0.27], [-0.56, -3.15, 1.22]], "multiplicity": 1, "lumo_energy_ev": [3.08, 3.08], "homo_ev": [-3.03, -3.03], "total_charge": -1, "energy_ha": -3001.5189, "gap_ev": [6.1, 6.1]}

---

No. 3
{"formula": "C13H21BN6ORu", "method": "wB97M-V/def2-TZVPD", "symbols": ["H", "C", "H", "H", "B", "C", "N", "H", "C", "H", "O", "C", "N", "H", "H", "Ru", "H", "H", "H", "H", "H", "H", "N", "N", "H", "C", "N", "H", "C", "N", "C", "H", "C", "H", "C", "H", "C", "C", "H", "C", "H", "C", "H"], "xyz": [[3.90, 3.83, 0.50], [1.73, 3.40, 0.37], [-1.37, -0.34, -3.54], [-0.91, 3.30, 0.49], [-0.53, 2.20, 0.20], [3.22, 1.75, 0.36], [-0.37, 0.06, 1.62], [-0.64, -1.51, 2.98], [-1.05, -3.12, -1.52], [-2.68, 0.10, 3.92], [0.55, -1.94, -0.03], [-2.00, 2.57, -2.08], [1.04, 2.25, 0.24], [1.19, 4.33, 0.45], [-2.40, 3.55, -1.90], [1.55, -0.67, 1.01], [2.88, -1.50, 0.90], [-2.49, 2.39, 2.26], [-0.64, -3.35, 1.89], [3.23, -2.35, -0.58], [-1.16, -2.32, -2.25], [-0.26, -3.81, -1.86], [-0.99, 1.24, 1.34], [-0.88, 0.68, -1.78], [4.11, 1.13, 0.35], [-1.96, 1.44, 2.27], [1.96, 1.19, 0.36], [-2.81, 1.91, -4.07], [-1.00, -0.54, 2.65], [-1.16, 1.90, -1.23], [-0.77, -3.72, 0.88], [-1.54, -1.88, 0.09], [-2.01, 0.32, 3.10], [0.03, -4.42, 0.65], [3.09, 3.13, 0.42], [3.97, -0.77, -0.37], [-1.48, 0.57, -2.94], [3.05, -1.33, -0.26], [-1.99, -3.68, -1.50], [-0.72, -2.59, -0.13], [-1.73, -4.25, 0.84], [-2.22, 1.74, -3.20], [2.26, -0.89, -0.92]], "multiplicity": 5, "lumo_energy_ev": [-16.15, -18.08], "s_squared": 6.355, "homo_ev": [-23.70, -23.26], "de_lowest_kj_mol": 178.5, "total_charge": 4, "energy_ha": -1029.4984, "gap_ev": [7.5, 5.2]}